No. 1
# C2H2AuFO

A structure of composition C2H2AuFO in a non-equilibrium geometry (the ωB97M-V functional and the def2-TZVPD basis, the Open Molecules 2025 dataset).

Last column: Löwdin spin population.
Element x y z (Å)
C: 0.0050 0.2622 0.2213  0.33
C: -0.7686 -0.5565 -0.4755  0.76
O: 1.2712 0.0816 0.6267  0.21
H: -1.6959 -0.0694 -0.8007  0.04
H: 1.6226 0.9752 0.8997  0.00
Au: -0.2386 -2.3503 -0.8347  1.57
F: -0.1957 1.6573 0.3632  0.07

Values from the calculation:
<S²>   3.758
Highest occupied orbital energy (alpha / beta)   -12.4 / -18.4 eV
Spin multiplicity   4
Frontier orbital gap (alpha / beta)   7.39 / 9.32 eV
Charge   +1
ΔE to the lowest compared entry with this formula, charge and spin   0.0 kcal/mol

***

No. 2
# C2H2BaFO

A structure of composition C2H2BaFO in a non-equilibrium geometry (the ωB97M-V functional and the def2-TZVPD basis, the Open Molecules 2025 dataset).

Last column: Mulliken charge in e.
Element x y z (Å)
C: -0.0607 0.7472 0.1465  -0.23
C: -0.4923 -0.6235 0.2572  -0.10
F: -0.9727 1.6365 -0.3344  -0.26
O: 0.4052 -0.1586 -0.9189  -0.46
H: -1.5340 -0.8446 0.0161  0.22
H: -0.0389 -1.4416 0.8213  0.15
Ba: 2.6934 0.6846 0.0123  1.67

Values from the calculation:
Highest occupied orbital energy   -11.7 eV
Frontier orbital gap   6.70 eV
Charge   +1
ΔE to the lowest compared entry with this formula, charge and spin   75.2 kcal/mol

***

No. 3
# C2H2BiO3

A structure of composition C2H2BiO3 in a non-equilibrium geometry (the ωB97M-V functional and the def2-TZVPD basis, the Open Molecules 2025 dataset).

Last column: Mulliken charge in e.
Element x y z (Å)
C: -1.1651 0.9926 0.1617  -0.39
Bi: -2.7115 0.0551 1.1460  1.15
H: -1.2395 1.1341 -0.9295  0.36
O: 0.0947 -1.1308 -1.1811  -0.48
C: 0.7045 -0.4345 -0.3866  0.77
O: 0.1821 0.4542 0.4018  -0.35
O: 1.9519 -0.7693 -0.0126  -0.40
H: 2.1828 -0.3015 0.8004  0.35

Values from the calculation:
Highest occupied orbital energy (alpha / beta)   -14.8 / -14.6 eV
Frontier orbital gap (alpha / beta)   6.48 / 6.17 eV
Charge   +1

***

No. 4
# C2H2Br2O

A cluster of 2 separate species, C2H2Br2O in total in a non-equilibrium geometry (the ωB97M-V functional and the def2-TZVPD basis, the Open Molecules 2025 dataset).

Last column: Mulliken charge in e.
Element x y z (Å)
C: -0.1687 0.6322 0.4007  -0.16
C: -0.6663 -0.3961 -0.4197  0.01
O: -0.3794 1.7991 0.1549  -0.43
Br: 2.7630 -0.1220 0.0049  -0.35
Br: -0.8151 -2.1188 0.0666  0.16
H: 0.4910 0.3320 1.2506  0.47
H: -1.2244 -0.1263 -1.4579  0.30

Values from the calculation:
Highest occupied orbital energy (alpha / beta)   -9.1 / -9.1 eV
Frontier orbital gap (alpha / beta)   4.96 / 4.98 eV
Charge   0
ΔE to the lowest compared entry with this formula, charge and spin   72.7 kcal/mol

***

No. 5
# C2H2Br2O

A cluster of 2 separate species, C2H2Br2O in total in a non-equilibrium geometry (the ωB97M-V functional and the def2-TZVPD basis, the Open Molecules 2025 dataset).

Last column: Mulliken charge in e.
Element x y z (Å)
O: 0.9425 -2.2145 -0.3148  -0.32
C: 0.5420 -1.2810 0.2355  0.74
C: 0.1458 -0.3848 1.0963  -0.69
Br: 1.1880 0.5545 2.3511  -0.07
H: -0.8280 -0.0310 0.8569  0.34
Br: -1.0404 2.3567 -1.9530  -0.19
H: -0.9499 1.0002 -2.2721  0.19

Values from the calculation:
SMILES string   O=C=CBr.Br
Highest occupied orbital energy   -9.2 eV
Frontier orbital gap   8.93 eV
Charge   0
ΔE to the lowest compared entry with this formula, charge and spin   14.0 kcal/mol

***

No. 6
# C2H2Br3OP

An isolated molecule of C2H2Br3OP in a non-equilibrium geometry (the ωB97M-V functional and the def2-TZVPD basis, the Open Molecules 2025 dataset).

Last column: Mulliken charge in e.
Element x y z (Å)
C: 1.5673 -0.4232 -0.5844  -0.89
P: -0.1242 -0.3903 -0.2769  0.55
Br: -1.3079 -0.2683 -2.1435  -0.12
Br: -0.8645 -2.2150 0.7623  -0.16
C: -1.0757 0.7098 0.8467  0.43
O: -1.3734 0.3361 1.8940  -0.32
Br: -0.9607 2.5745 0.2835  -0.12
H: 1.9944 0.4403 -0.9750  0.31
H: 2.1446 -0.7639 0.1933  0.31

Values from the calculation:
SMILES string   C=P(Br)(Br)C(=O)Br
Highest occupied orbital energy   -8.8 eV
Frontier orbital gap   8.27 eV
Charge   0
ΔE to the lowest compared entry with this formula, charge and spin   46.6 kcal/mol

***

No. 7
# C2H2BrF3O

A cluster of 2 separate species, C2H2BrF3O in total in a non-equilibrium geometry (the ωB97M-V functional and the def2-TZVPD basis, the Open Molecules 2025 dataset).

Last column: Löwdin spin population.
Element x y z (Å)
C: 0.3486 0.2731 0.7126  0.53
C: 0.1501 -1.1645 0.2287  0.14
O: -0.4312 1.0658 0.8273  0.70
F: -0.0811 -1.4807 -1.1145  0.06
F: 1.1630 -1.9483 0.5886  0.03
F: -0.9778 -1.5573 0.8273  0.02
Br: 2.0889 0.9364 0.0437  0.51
H: -1.1184 2.0734 -1.4033  0.01
H: -1.1421 1.8020 -0.7104  0.00

Values from the calculation:
<S²>   2.014
Highest occupied orbital energy (alpha / beta)   -7.9 / -11.8 eV
Spin multiplicity   3
Frontier orbital gap (alpha / beta)   8.44 / 6.98 eV
Charge   0
ΔE to the lowest compared entry with this formula, charge and spin   53.2 kcal/mol

***

No. 8
# C2H2BrFO

A cluster of 2 separate species, C2H2BrFO in total in a non-equilibrium geometry (the ωB97M-V functional and the def2-TZVPD basis, the Open Molecules 2025 dataset).

Last column: Mulliken charge in e.
Element x y z (Å)
C: 0.6191 0.6151 0.3688  0.22
C: 0.5165 -0.6126 -0.3851  -0.08
O: 1.3569 1.5534 0.0694  -0.46
F: -0.0463 -1.7387 0.0620  -0.19
Br: -3.1488 -0.0286 0.3079  0.00
H: -0.2711 0.8984 0.9979  0.18
H: 0.9738 -0.6870 -1.4208  0.33

Values from the calculation:
Highest occupied orbital energy (alpha / beta)   -10.2 / -9.5 eV
Frontier orbital gap (alpha / beta)   8.90 / 5.56 eV
Charge   0
ΔE to the lowest compared entry with this formula, charge and spin   59.2 kcal/mol

***

No. 9
# C2H2BrNO3

An isolated molecule of C2H2BrNO3 in a non-equilibrium geometry (the ωB97M-V functional and the def2-TZVPD basis, the Open Molecules 2025 dataset).

Last column: Mulliken charge in e.
Element x y z (Å)
O: 1.7430 -1.9106 1.0724  -0.32
C: 1.8844 -1.1571 0.2066  0.55
Br: 3.1696 0.1893 -0.0654  -0.10
C: 0.5416 -0.8459 -0.9357  -0.69
N: -0.5951 -1.5504 -0.2709  0.88
O: -0.3335 -2.6609 0.1723  -0.48
O: -1.6432 -0.9763 -0.1451  -0.55
H: 0.6296 -1.2916 -1.9090  0.33
H: 0.5303 0.2322 -0.7760  0.39

Values from the calculation:
SMILES string   O=C(Br)C[N+](=O)[O-]
Highest occupied orbital energy   -10.7 eV
Frontier orbital gap   10.54 eV
Charge   0
ΔE to the lowest compared entry with this formula, charge and spin   39.5 kcal/mol

***

No. 10
# C2H2BrO2S

A cluster of 2 separate species, C2H2BrO2S in total in a non-equilibrium geometry (the ωB97M-V functional and the def2-TZVPD basis, the Open Molecules 2025 dataset).

Last column: Mulliken charge in e.
Element x y z (Å)
C: -0.0439 -0.4703 -1.0853  0.66
C: -0.4977 0.2008 0.0755  -0.12
O: 1.1594 -0.0288 -1.3845  -0.43
O: -0.6033 -1.3579 -1.6948  -0.57
S: 0.3709 1.3528 0.9156  -0.33
Br: 0.3035 -2.2295 1.8726  -0.78
H: -1.5902 -0.0343 0.3164  0.29
H: 1.3279 0.6390 -0.6488  0.27

Values from the calculation:
Highest occupied orbital energy (alpha / beta)   -4.2 / -4.2 eV
Frontier orbital gap (alpha / beta)   6.03 / 6.03 eV
Charge   -1
ΔE to the lowest compared entry with this formula, charge and spin   14.4 kcal/mol

***

No. 11
# C2H2BrO2S

A cluster of 2 separate species, C2H2BrO2S in total in a non-equilibrium geometry (the ωB97M-V functional and the def2-TZVPD basis, the Open Molecules 2025 dataset).

Last column: Mulliken charge in e.
Element x y z (Å)
C: -0.2908 -1.1565 0.3127  0.74
C: -0.5131 0.4223 0.2112  -0.35
O: 0.6402 -1.8282 0.7171  -0.65
O: -1.4448 -1.5269 -0.0030  -0.60
S: 1.8474 1.6690 -1.5117  -0.35
Br: -0.5627 1.4122 1.9438  -0.18
H: -1.4560 0.6217 -0.3291  0.28
H: 1.7798 0.3864 -1.3409  0.11

Values from the calculation:
Highest occupied orbital energy (alpha / beta)   -5.5 / -4.3 eV
Frontier orbital gap (alpha / beta)   8.44 / 5.74 eV
Charge   -1
ΔE to the lowest compared entry with this formula, charge and spin   81.7 kcal/mol

***

No. 12
# C2H2Cl2NO2

The ion C2H2Cl2NO2 with charge -1 in a non-equilibrium geometry (the ωB97M-V functional and the def2-TZVPD basis, the Open Molecules 2025 dataset).

Last column: Mulliken charge in e.
Element x y z (Å)
O: 1.4938 1.4491 -1.4580  -0.68
C: 2.2309 0.8579 -0.6614  0.59
O: 3.2174 1.0860 -0.0306  -0.64
N: 1.6262 -0.5610 -0.4452  -0.11
Cl: 2.4285 -1.6405 0.6235  -0.19
C: 0.1670 -0.5347 -0.1370  -0.40
Cl: -0.7796 -1.3667 -1.3390  -0.26
H: 0.0496 0.5223 -0.1275  0.34
H: -0.0978 -1.0284 0.7133  0.35

Values from the calculation:
SMILES string   O=C([O-])N(Cl)CCl
Highest occupied orbital energy   -4.7 eV
Frontier orbital gap   8.27 eV
Charge   -1
ΔE to the lowest compared entry with this formula, charge and spin   0.0 kcal/mol

***

No. 13
# C2H2Cl2O

A cluster of 2 separate species, C2H2Cl2O in total in a non-equilibrium geometry (the ωB97M-V functional and the def2-TZVPD basis, the Open Molecules 2025 dataset).

Last column: Mulliken charge in e.
Element x y z (Å)
C: 0.3614 -0.6852 -1.4027  -0.08
C: -0.1124 0.7826 2.2337  0.03
O: 0.6400 0.3841 -0.9771  -0.32
Cl: -1.4104 -0.1907 1.8066  -0.04
Cl: -0.1186 2.2985 1.5249  0.00
H: 0.7801 -1.1046 -2.2936  0.26
H: -0.1400 -1.4847 -0.8917  0.15

Values from the calculation:
Highest occupied orbital energy   -9.2 eV
Frontier orbital gap   8.48 eV
Charge   0
ΔE to the lowest compared entry with this formula, charge and spin   86.6 kcal/mol

***

No. 14
# C2H2Cl2O2S

An isolated molecule of C2H2Cl2O2S in a non-equilibrium geometry (the ωB97M-V functional and the def2-TZVPD basis, the Open Molecules 2025 dataset).

Last column: Mulliken charge in e.
Element x y z (Å)
O: -0.9714 2.4286 -1.0401  -0.49
S: -0.9862 1.0428 -0.6345  0.89
O: -1.8214 0.0592 -1.1861  -0.48
C: 0.4782 0.5743 -0.0303  -0.45
C: 0.4458 -1.0634 0.4697  0.14
Cl: 1.8051 -1.6945 -0.2596  -0.14
Cl: 0.4361 -1.1420 2.1736  -0.12
H: 1.0144 1.2690 0.5839  0.37
H: -0.4006 -1.4740 -0.0765  0.28

Values from the calculation:
SMILES string   O=S(=O)=CC(Cl)Cl
Highest occupied orbital energy (alpha / beta)   -10.1 / -10.1 eV
Frontier orbital gap (alpha / beta)   8.98 / 8.98 eV
Charge   0
ΔE to the lowest compared entry with this formula, charge and spin   66.4 kcal/mol

***

No. 15
# C2H2Cl3I

A cluster of 2 separate species, C2H2Cl3I in total (the ωB97M-V functional and the def2-TZVPD basis, the Open Molecules 2025 dataset).

Last column: Mulliken charge in e.
Element x y z (Å)
C: 1.4245 -0.6223 -0.9641  -0.89
C: -1.2145 0.6702 0.5741  0.30
Cl: -0.7840 2.3191 0.8231  -0.11
Cl: -1.0219 -0.3225 1.9595  -0.10
Cl: -2.6730 0.4142 -0.3064  -0.11
I: 1.5433 -1.9266 0.5855  0.14
H: 0.6514 -0.7630 -1.6908  0.40
H: 2.0742 0.2309 -0.9808  0.38

Values from the calculation:
Highest occupied orbital energy (alpha / beta)   -8.9 / -8.2 eV
Frontier orbital gap (alpha / beta)   8.54 / 7.16 eV
Charge   0
ΔE to the lowest compared entry with this formula, charge and spin   77.8 kcal/mol

***

No. 16
# C2H2Cl3NO

A structure of composition C2H2Cl3NO in a non-equilibrium geometry (the ωB97M-V functional and the def2-TZVPD basis, the Open Molecules 2025 dataset).

Last column: Mulliken charge in e.
Element x y z (Å)
C: 1.2946 -0.0367 0.7209  -0.05
C: -1.1992 -0.0626 -0.4852  0.48
N: 0.2659 0.8507 0.1626  -0.29
O: 1.3624 0.5250 -0.5397  -0.23
Cl: -1.3903 0.5623 -2.1283  -0.12
Cl: -0.8904 -1.7886 -0.4025  -0.14
Cl: -2.5192 0.5511 0.4676  -0.12
H: 1.9507 0.4679 1.2847  0.25
H: 1.1254 -1.0692 0.9200  0.22

Values from the calculation:
Highest occupied orbital energy   -9.6 eV
Frontier orbital gap   10.08 eV
Charge   0
ΔE to the lowest compared entry with this formula, charge and spin   92.4 kcal/mol

***

No. 17
# C2H2Cl3OP

A structure of composition C2H2Cl3OP in a non-equilibrium geometry (the ωB97M-V functional and the def2-TZVPD basis, the Open Molecules 2025 dataset).

Last column: Mulliken charge in e.
Element x y z (Å)
C: 0.1215 1.4206 0.0492  -0.17
C: -0.8868 0.7946 0.7084  0.06
O: -0.5992 -2.0704 -0.9768  -0.37
P: 0.7344 -1.7610 -1.4440  0.55
Cl: 1.6880 -2.9396 0.1208  -0.28
Cl: 1.6278 0.7972 -0.8829  -0.16
Cl: -1.8174 1.3913 2.0896  -0.13
H: 0.1421 2.6345 -0.1775  0.24
H: -1.0105 -0.2672 0.5132  0.26

Values from the calculation:
Highest occupied orbital energy   -10.1 eV
Frontier orbital gap   9.41 eV
Charge   0
ΔE to the lowest compared entry with this formula, charge and spin   67.4 kcal/mol

***

No. 18
# C2H2Cl3OP

A cluster of 2 separate species, C2H2Cl3OP in total in a non-equilibrium geometry (the ωB97M-V functional and the def2-TZVPD basis, the Open Molecules 2025 dataset).

Last column: Mulliken charge in e.
Element x y z (Å)
C: 0.1836 0.3140 -0.1298  -0.36
C: 0.2978 -1.1465 0.2015  0.06
O: -1.2990 2.3261 -1.2968  -0.44
P: -1.5808 1.1847 -0.4343  0.39
Cl: 0.3680 1.4694 1.0430  -0.07
Cl: 1.9607 -1.7024 0.8419  -0.16
Cl: -0.9051 -1.3754 1.5096  -0.15
H: 1.0953 0.7173 -1.2377  0.37
H: -0.1204 -1.7872 -0.4973  0.36

Values from the calculation:
Highest occupied orbital energy   -9.7 eV
Frontier orbital gap   9.13 eV
Charge   0
ΔE to the lowest compared entry with this formula, charge and spin   89.4 kcal/mol

***

No. 19
# C2H2Cl4FNO2S

An isolated molecule of C2H2Cl4FNO2S in a non-equilibrium geometry (the ωB97M-V functional and the def2-TZVPD basis, the Open Molecules 2025 dataset).

Last column: Mulliken charge in e.
Element x y z (Å)
O: 2.3513 -0.3860 -0.7056  -0.40
S: 1.3993 -0.9845 0.1372  1.16
O: 0.9258 -2.2999 -0.0119  -0.51
F: 1.8761 -0.8195 1.6565  -0.15
N: -0.2351 0.1660 0.3044  -0.26
C: -0.0127 1.4616 -0.1569  -0.10
Cl: 1.4012 2.0635 0.7117  -0.13
Cl: 0.3012 1.5636 -1.9226  -0.12
C: -1.3781 -0.5975 0.1018  0.02
Cl: -1.7349 -0.9498 -1.6191  -0.13
Cl: -2.7782 0.2291 0.8388  -0.16
H: -0.8661 2.1130 0.0634  0.40
H: -1.2497 -1.5596 0.6024  0.39

Values from the calculation:
SMILES string   O=S(=O)(F)N(C(Cl)Cl)C(Cl)Cl
Highest occupied orbital energy   -10.9 eV
Frontier orbital gap   10.16 eV
Charge   0
ΔE to the lowest compared entry with this formula, charge and spin   0.0 kcal/mol

***

No. 20
# C2H2Cl6

A cluster of 2 separate species, C2H2Cl6 in total in a non-equilibrium geometry (the ωB97M-V functional and the def2-TZVPD basis, the Open Molecules 2025 dataset).

Last column: Löwdin spin population.
Element x y z (Å)
C: 0.2722 0.6394 -2.5910  -0.03
Cl: 1.0363 -0.5832 -3.5484  0.33
Cl: -1.4106 0.6473 -3.1322  0.50
Cl: 0.9412 2.3476 -2.8083  0.20
H: 0.3025 0.3122 -1.5517  0.00
C: -0.2470 -0.7497 2.7119  0.00
Cl: -1.5515 -0.2490 3.8272  0.00
Cl: 1.2979 -0.2725 3.3643  0.00
Cl: -0.4180 -0.2531 0.9920  0.00
H: -0.2230 -1.8391 2.7364  0.00

Values from the calculation:
<S²>   0.755
Highest occupied orbital energy (alpha / beta)   -13.8 / -13.8 eV
Spin multiplicity   2
Frontier orbital gap (alpha / beta)   8.79 / 2.36 eV
Charge   +1
ΔE to the lowest compared entry with this formula, charge and spin   5.2 kcal/mol